102
Properties=species:S:1:pos:R:3:forces:R:3:lowdin_charge:R:1 method="wB97M-V/def2-TZVPD" charge=0 spin_multiplicity=1
Ca 1.50176 -0.02100 -1.00850 -1.409 -0.047 -0.593 0.923
C 2.89706 -2.16300 -3.01780 -0.143 -0.461 -0.149 -0.077
N 3.15806 -0.81300 -2.52630 0.217 0.030 -0.448 -0.273
C 4.28596 -0.85270 -1.59390 0.599 0.076 0.395 -0.174
C 4.43696 0.46100 -0.83940 0.506 -0.158 -0.452 -0.167
N 3.40476 0.61440 0.18610 0.548 0.073 0.543 -0.291
C 3.28926 2.01930 0.57140 -0.150 0.487 0.155 -0.067
C 3.68886 -0.22870 1.33280 -0.067 -0.577 0.486 -0.286
C 4.78276 0.05440 2.14250 0.149 0.142 -0.016 -0.042
C 5.10446 -0.71680 3.24350 0.012 0.074 0.000 -0.091
C 4.31086 -1.81140 3.55320 0.110 -0.005 0.057 -0.102
C 3.23316 -2.11710 2.75670 0.012 0.069 0.005 -0.141
C 2.88906 -1.34370 1.63930 0.417 0.140 0.199 -0.652
S 1.49806 -1.87170 0.75250 -0.736 -0.781 0.102 0.531
C 3.42486 0.09880 -3.62430 -0.055 0.573 -0.452 -0.287
C 4.40236 -0.23070 -4.55700 0.145 -0.142 -0.004 -0.044
C 4.71376 0.59710 -5.61660 0.058 -0.065 -0.010 -0.092
C 4.03766 1.79950 -5.75440 0.052 -0.017 -0.098 -0.095
C 3.05926 2.13910 -4.85220 0.055 -0.082 -0.006 -0.137
C 2.72036 1.30920 -3.77300 0.354 -0.227 -0.255 -0.645
S 1.45276 1.89430 -2.74840 -0.622 0.728 0.168 0.506
H 3.80956 -2.66970 -3.35840 -0.039 0.071 0.028 0.095
H 2.20076 -2.11620 -3.85620 0.007 -0.027 0.086 0.099
H 2.46026 -2.76070 -2.21470 0.078 -0.003 -0.017 0.071
H 5.22666 -1.06320 -2.12670 -0.151 -0.042 0.044 0.132
H 4.11896 -1.66390 -0.87510 -0.013 0.033 -0.094 0.123
H 4.34696 1.29040 -1.55040 0.031 -0.044 0.107 0.125
H 5.44356 0.49700 -0.39440 -0.171 0.095 -0.068 0.133
H 4.23866 2.44130 0.92710 -0.072 -0.055 -0.028 0.097
H 2.55326 2.11350 1.37030 0.075 -0.019 -0.040 0.072
H 2.95666 2.60500 -0.29010 0.023 -0.064 0.016 0.064
H 5.40656 0.90550 1.90580 0.057 0.076 -0.019 0.109
H 5.96396 -0.47220 3.85020 0.050 0.061 0.025 0.099
H 4.53766 -2.42320 4.41380 0.039 -0.082 0.072 0.103
H 2.61016 -2.97290 2.97000 -0.028 -0.068 0.071 0.092
H 4.94046 -1.16430 -4.45880 0.025 -0.064 0.042 0.107
H 5.47176 0.30500 -6.32650 0.096 -0.028 -0.056 0.098
H 4.27256 2.46670 -6.56870 0.026 0.083 -0.130 0.101
H 2.51176 3.06450 -4.95300 -0.004 0.069 -0.019 0.088
C -1.62084 0.92390 -0.83260 0.408 0.095 -0.086 -0.487
C -1.81084 1.79190 0.40410 0.009 0.121 0.123 -0.413
As -1.76494 0.70160 2.06560 -0.133 0.415 0.166 1.353
C -0.07614 1.34370 2.83210 -0.075 -0.146 0.004 -0.387
C 0.37206 2.65660 2.78240 -0.120 0.256 -0.146 -0.143
C 1.50536 3.04900 3.47110 0.089 0.082 0.098 -0.105
C 2.23386 2.12030 4.19500 -0.010 0.037 0.035 -0.086
C 1.82086 0.79940 4.22520 0.094 -0.025 0.179 -0.082
C 0.66626 0.41990 3.56350 -0.182 -0.147 -0.137 -0.130
C -2.99034 1.77400 3.16950 -0.024 -0.309 -0.076 -0.376
C -4.03674 1.09330 3.78300 0.255 -0.258 -0.135 -0.147
C -4.97164 1.76710 4.54760 -0.059 0.050 0.142 -0.100
C -4.85714 3.13440 4.72710 -0.121 -0.036 0.072 -0.092
C -3.81504 3.82240 4.13060 -0.019 0.139 -0.007 -0.086
C -2.89414 3.14500 3.35360 0.168 0.154 -0.146 -0.105
As -3.17224 -0.09170 -1.57490 -0.179 -0.188 0.324 1.319
C -4.53384 0.44440 -0.26230 0.109 0.084 -0.165 -0.415
C -5.08844 -0.40290 0.68640 0.086 -0.212 -0.083 -0.110
C -6.06594 0.05890 1.55190 -0.149 0.009 -0.013 -0.103
C -6.47534 1.37990 1.50790 -0.127 -0.001 -0.038 -0.097
C -5.93334 2.23330 0.56210 -0.055 0.115 -0.006 -0.080
C -4.99024 1.75920 -0.33160 0.141 -0.025 -0.224 -0.152
C -2.88424 -1.93510 -0.94410 -0.097 0.143 -0.113 -0.434
C -2.06994 -2.32240 0.11040 0.205 0.318 0.108 -0.164
C -1.96924 -3.65560 0.47430 0.030 -0.073 0.075 -0.085
C -2.67934 -4.62530 -0.21290 -0.037 0.005 -0.066 -0.101
C -3.48714 -4.25490 -1.27690 -0.073 -0.105 0.019 -0.105
C -3.58314 -2.92220 -1.63730 -0.131 0.370 -0.234 -0.142
H -0.83254 0.18400 -0.63380 -0.388 -0.058 -0.086 -0.027
H -1.27154 1.55630 -1.66260 -0.074 -0.264 0.101 0.028
H -2.76094 2.33030 0.36950 0.211 -0.020 0.115 0.042
H -1.00254 2.53310 0.43290 -0.161 -0.059 0.076 0.061
H -0.16064 3.40710 2.21210 -0.024 -0.029 -0.039 0.085
H 1.82446 4.08130 3.44320 0.016 0.086 -0.034 0.107
H 3.11356 2.43430 4.73580 0.136 -0.029 0.041 0.104
H 2.39356 0.06660 4.77500 0.033 -0.060 0.014 0.102
H 0.32546 -0.60960 3.60590 0.103 0.001 -0.022 0.092
H -4.11394 0.01940 3.64210 -0.052 0.084 0.048 0.090
H -5.79284 1.22920 4.99950 -0.039 -0.064 0.066 0.104
H -5.57574 3.66360 5.33420 -0.097 0.058 0.055 0.100
H -3.72314 4.89100 4.26680 0.016 0.060 0.013 0.102
H -2.08834 3.70180 2.89700 -0.004 0.037 -0.036 0.084
H -4.76184 -1.43370 0.74210 0.004 -0.022 0.044 0.097
H -6.51144 -0.61560 2.26750 -0.003 -0.094 0.116 0.107
H -7.22484 1.74410 2.19650 -0.017 0.002 0.051 0.105
H -6.25434 3.26440 0.51420 -0.023 0.059 -0.018 0.105
H -4.59404 2.41520 -1.10320 -0.056 0.037 0.083 0.102
H -1.48034 -1.59070 0.65560 -0.138 -0.169 -0.060 0.003
H -1.32764 -3.93300 1.29730 0.110 -0.002 0.072 0.104
H -2.59394 -5.66570 0.06470 0.008 -0.074 0.040 0.103
H -4.04274 -5.00560 -1.82210 -0.005 -0.025 -0.060 0.103
H -4.20294 -2.62370 -2.48090 0.010 -0.131 0.076 0.095
Br -0.47564 -5.52300 -3.12300 0.024 0.137 -0.015 0.770
C -0.58464 -3.65130 -3.38210 -0.019 -0.040 0.051 -0.656
C -1.06054 -3.13540 -4.57840 0.058 0.044 0.199 -0.095
C -1.09744 -1.75790 -4.71950 0.070 -0.096 0.141 -0.036
C -0.64834 -0.96800 -3.67020 -0.124 0.202 -0.421 -0.175
N -0.19894 -1.47620 -2.53010 0.438 0.424 0.331 0.015
C -0.17434 -2.78990 -2.37460 -0.100 -0.637 -0.084 -0.238
H -1.39164 -3.79210 -5.36990 0.005 -0.035 -0.022 0.108
H -1.45244 -1.30790 -5.63260 -0.047 0.086 -0.053 0.111
H -0.62774 0.11400 -3.74950 0.028 -0.030 -0.025 0.078
H 0.18096 -3.16480 -1.42070 0.018 -0.071 -0.077 0.072

***

142
Properties=species:S:1:pos:R:3:forces:R:3:lowdin_charge:R:1 method="wB97M-V/def2-TZVPD" charge=-1 spin_multiplicity=1
C -0.46483 3.57392 0.58980 -0.259 -0.115 1.003 -0.214
C -0.56872 3.02390 2.04778 0.087 -0.082 -0.528 -0.341
In -1.55520 1.02442 2.10475 0.051 0.142 0.634 0.690
C -3.03391 0.75327 0.39020 0.336 0.333 0.088 -0.255
C -4.24226 0.11582 0.99288 0.959 0.409 0.345 -0.307
O -5.37931 -0.19117 0.12721 -0.233 -0.041 0.052 -0.140
C -5.15123 -0.20917 -1.23219 -0.841 -0.116 -0.136 -0.152
C -4.33380 -1.40430 -1.74657 -1.297 1.029 -0.488 -0.637
F -5.08353 -2.11017 -2.64440 -0.402 -0.307 -0.317 0.070
F -3.27890 -1.03211 -2.44373 1.359 0.242 -0.431 0.148
F -4.00069 -2.25263 -0.82464 0.689 -0.845 1.136 0.201
C -0.10859 -0.69573 2.00416 -0.556 -0.247 -0.287 -0.229
C 0.20969 -1.23044 0.61097 0.915 0.075 0.257 -0.518
C 0.36364 -0.15778 -0.47532 0.299 -0.744 -0.308 -0.049
O -0.73530 -2.25009 0.23202 -0.550 0.308 -0.328 -0.103
H 0.56888 3.53035 0.24512 -0.037 -0.003 -0.344 0.040
H -0.81058 4.61110 0.56625 0.153 0.103 -0.189 0.026
H -1.12628 3.00491 -0.06370 0.182 0.052 -0.391 0.023
H 0.42882 2.98271 2.49407 0.078 -0.127 -0.016 0.008
H -1.12656 3.74067 2.64887 0.027 -0.410 -0.067 -0.024
H -2.51086 0.87013 3.60791 0.044 0.066 -0.162 -0.072
H -2.50584 0.15881 -0.34997 -0.085 -0.223 -0.059 0.011
H -3.20771 1.74751 -0.02793 -0.198 0.071 -0.040 0.034
H -4.61394 0.78485 1.76654 -0.382 0.005 0.017 0.085
H -3.93514 -0.78999 1.51531 -0.260 -0.320 -0.145 0.095
H -4.78365 0.72506 -1.65371 0.613 0.009 0.117 0.127
H -6.13114 -0.34546 -1.69437 -0.131 -0.060 0.057 0.127
H -0.54688 -1.52756 2.57096 -0.009 -0.018 0.098 0.013
H 0.84548 -0.47555 2.49006 0.010 0.246 0.046 0.036
H 1.19177 -1.72758 0.67251 -0.231 -0.045 -0.122 0.082
H 1.26131 -0.38415 -1.05260 0.169 0.161 -0.020 0.062
H -0.45662 -0.20807 -1.19157 -0.316 0.298 0.138 0.065
H 0.46212 0.83688 -0.05756 -0.120 0.190 0.033 0.060
H -0.80160 -2.27564 -0.73062 0.038 0.135 0.201 0.080
C 3.77709 -2.45778 0.62624 -0.117 0.081 0.123 -0.338
O 3.42338 -1.38792 0.17097 0.344 -0.085 -0.168 0.020
N 4.76907 -3.22654 0.13264 -0.024 -0.065 0.048 -0.190
C 5.12613 -4.49278 0.73886 0.027 0.194 -0.173 -0.053
C 5.50115 -2.77327 -1.04147 -0.367 0.036 0.371 -0.042
H 3.29361 -2.89966 1.51414 0.026 -0.019 0.011 0.121
H 6.17013 -4.46551 1.06212 -0.011 -0.119 0.033 0.087
H 5.00039 -5.29938 0.01068 0.041 -0.080 0.086 0.085
H 4.49443 -4.69609 1.60298 -0.009 0.019 -0.006 0.067
H 5.97219 -1.81295 -0.82868 0.037 0.003 -0.140 0.099
H 4.80701 -2.64092 -1.87362 0.096 0.059 -0.058 0.097
H 6.26040 -3.49739 -1.31295 -0.176 0.103 0.220 0.043
C -3.36482 5.97350 2.51803 -0.283 -0.197 0.132 -0.324
O -2.50205 5.21503 2.91549 -0.127 0.492 0.087 0.013
N -3.13049 7.12920 1.85784 -0.031 0.127 -0.032 -0.188
C -4.20797 7.98154 1.40275 0.189 0.050 0.121 -0.073
C -1.75449 7.51919 1.59995 -0.092 -0.238 0.101 -0.037
H -4.43942 5.76982 2.66188 0.153 0.106 -0.032 0.115
H -4.15958 8.09103 0.31650 -0.112 0.069 -0.012 0.087
H -4.11890 8.96958 1.86483 -0.041 0.059 -0.077 0.081
H -5.16986 7.54812 1.66840 0.142 -0.013 -0.054 0.056
H -1.25647 6.75212 1.00675 0.109 0.062 0.018 0.075
H -1.21683 7.62145 2.54406 0.093 0.005 -0.056 0.092
H -1.73261 8.46527 1.06328 -0.066 0.001 -0.002 0.081
C -8.28137 -5.50708 -4.51526 -0.072 -0.097 0.049 -0.363
O -9.35212 -5.86750 -4.97212 0.059 0.067 -0.045 -0.002
N -7.50677 -4.54080 -5.03911 0.141 -0.073 0.115 -0.199
C -6.23567 -4.15558 -4.44683 -0.236 0.021 -0.367 -0.053
C -7.96032 -3.86155 -6.23869 -0.135 -0.160 0.090 -0.046
H -7.85011 -5.96081 -3.60631 0.022 0.036 -0.016 0.131
H -6.26549 -3.10587 -4.17286 0.099 0.003 0.035 0.071
H -5.43500 -4.31537 -5.17271 0.092 0.030 0.102 0.092
H -6.03163 -4.74762 -3.55779 -0.063 0.000 0.008 0.086
H -8.92118 -3.38102 -6.04955 0.001 0.022 -0.097 0.091
H -8.09275 -4.58490 -7.04480 -0.039 0.075 -0.050 0.090
H -7.23077 -3.11253 -6.53663 0.036 -0.016 0.060 0.085
C -6.61911 4.57260 0.86934 -0.019 -0.125 -0.096 -0.325
O -6.23221 5.65160 1.28879 -0.289 -0.117 -0.036 -0.018
N -7.31543 3.67548 1.58670 -0.031 -0.005 -0.197 -0.187
C -7.75509 2.40649 1.03207 0.015 0.102 0.324 -0.048
C -7.63626 3.98962 2.96740 0.152 0.169 -0.070 -0.037
H -6.42292 4.24241 -0.16439 0.011 -0.016 0.045 0.138
H -8.84544 2.34644 1.08101 0.010 -0.083 -0.052 0.086
H -7.32121 1.58820 1.60802 -0.018 -0.100 -0.148 0.090
H -7.44020 2.31090 -0.00438 0.078 0.032 0.025 0.081
H -8.22897 4.90529 3.00887 0.002 -0.011 0.082 0.089
H -6.71674 4.14972 3.53146 -0.058 -0.011 0.075 0.095
H -8.19702 3.17101 3.41138 0.025 -0.039 -0.057 0.086
C 2.19163 6.25863 -2.06827 -0.084 0.011 -0.006 -0.368
O 2.33740 7.16373 -1.26530 0.098 -0.030 -0.037 -0.005
N 2.88375 5.10636 -2.07446 -0.089 0.065 -0.095 -0.189
C 2.65453 4.07727 -3.06652 0.132 -0.009 0.237 -0.058
C 3.89637 4.88463 -1.04981 -0.629 0.269 0.073 -0.044
H 1.45130 6.32185 -2.88626 0.008 -0.048 0.003 0.127
H 2.34854 3.15219 -2.57383 -0.021 -0.045 -0.106 0.090
H 3.57464 3.89448 -3.62720 -0.052 -0.080 -0.053 0.086
H 1.87205 4.38458 -3.75851 -0.013 0.041 0.039 0.078
H 3.42605 4.92710 -0.06532 0.063 -0.021 0.011 0.100
H 4.64618 5.66619 -1.10898 0.069 -0.029 0.047 0.069
H 4.36291 3.91986 -1.19023 -0.010 -0.029 -0.082 0.072
C -2.82288 -2.87486 4.47249 -0.033 0.123 -0.219 -0.358
O -3.11488 -1.70194 4.50781 -0.099 -0.234 0.209 -0.001
N -1.88693 -3.46088 5.25987 -0.027 -0.235 -0.033 -0.199
C -1.57062 -4.86896 5.16725 0.130 0.300 0.144 -0.070
C -1.18052 -2.63392 6.22201 -0.112 0.131 -0.168 -0.040
H -3.29954 -3.58184 3.76656 0.052 -0.042 0.037 0.131
H -1.76208 -5.35767 6.12687 0.037 -0.128 -0.058 0.083
H -0.51604 -4.99759 4.90746 -0.017 -0.149 -0.005 0.079
H -2.18240 -5.34368 4.40164 -0.028 0.047 -0.018 0.076
H -1.89334 -2.18438 6.91537 0.074 0.058 0.027 0.090
H -0.65742 -1.83022 5.70172 0.000 0.044 0.081 0.096
H -0.46460 -3.23906 6.77475 -0.018 -0.059 -0.043 0.082
C 7.65909 4.74059 -0.57656 -0.064 -0.148 0.096 -0.329
O 6.60573 4.34328 -1.03363 0.566 0.014 -0.059 0.006
N 8.38841 5.75080 -1.09480 0.139 0.014 0.081 -0.200
C 9.63803 6.18230 -0.50379 -0.178 0.082 -0.231 -0.064
C 7.89676 6.42378 -2.28552 -0.150 -0.181 0.095 -0.037
H 8.11293 4.29527 0.32577 0.016 0.039 -0.016 0.136
H 9.56518 7.23151 -0.20875 0.116 -0.010 0.051 0.088
H 10.44819 6.07167 -1.22847 0.082 0.036 0.090 0.087
H 9.86715 5.58394 0.37559 -0.047 -0.027 -0.007 0.081
H 6.91642 6.85791 -2.08595 0.002 0.030 -0.094 0.091
H 7.79333 5.70425 -3.09901 -0.037 0.072 -0.046 0.093
H 8.58940 7.20897 -2.57904 0.037 -0.015 0.054 0.083
C 7.41831 -4.50147 -3.58178 -0.035 0.146 -0.093 -0.337
O 7.59454 -3.57192 -2.81727 0.395 -0.242 -0.346 -0.002
N 8.06010 -5.68497 -3.51436 -0.067 -0.093 -0.106 -0.199
C 7.80386 -6.75645 -4.45572 0.166 0.038 0.236 -0.061
C 9.04002 -5.88637 -2.46014 -0.108 0.213 -0.005 -0.038
H 6.69515 -4.44662 -4.41369 0.022 -0.030 0.007 0.139
H 7.44724 -7.64014 -3.92229 -0.017 -0.055 -0.110 0.089
H 8.72364 -7.00882 -4.98800 -0.065 -0.078 -0.067 0.088
H 7.04966 -6.45280 -5.17867 -0.004 0.048 0.027 0.082
H 8.56355 -5.76888 -1.48620 0.090 -0.015 0.037 0.091
H 9.83151 -5.14087 -2.54582 0.029 -0.036 0.082 0.093
H 9.46755 -6.88298 -2.53826 -0.043 -0.011 -0.051 0.085
C 1.74273 -4.98698 2.75686 0.128 0.139 0.121 -0.374
O 2.62685 -5.56872 3.37249 -0.043 -0.053 -0.102 -0.019
N 0.77312 -5.58965 2.05602 -0.183 -0.034 -0.101 -0.186
C -0.24142 -4.82725 1.34011 0.168 -0.581 0.302 -0.039
C 0.74257 -7.03910 2.01490 0.186 0.131 0.133 -0.049
H 1.67258 -3.88725 2.72890 -0.070 -0.010 0.011 0.130
H -1.22988 -5.08716 1.72740 -0.052 0.083 -0.093 0.089
H -0.19577 -5.06942 0.27710 -0.078 0.120 -0.021 0.093
H -0.08350 -3.76616 1.46380 0.016 0.059 -0.006 0.053
H 0.64511 -7.43675 3.02695 0.019 -0.098 -0.041 0.087
H 1.67370 -7.41761 1.58867 -0.036 -0.098 0.033 0.087
H -0.09728 -7.37222 1.40994 -0.018 0.073 -0.012 0.083

***

Number 1: electronic energy -285787.55199 eV, E_LUMO 0.4 eV, gap between HOMO and LUMO 7.72 eV. Number 2: electronic energy -87919.93914 eV, E_LUMO 1.6 eV, gap between HOMO and LUMO 5.50 eV.